[1]
{
  "formula": "C5H8N2",
  "method": "wB97M-V/def2-TZVPD",
  "species": ["C", "C", "C", "C", "N", "N", "C", "H", "H", "H", "H", "H", "H", "H", "H"],
  "coordinates": [[-1.768, 0.121, 0.383], [-0.607, -0.781, 0.071], [0.917, 0.553, -0.428], [0.140, 1.409, -1.066], [-0.533, 2.197, -1.724], [0.542, -0.255, 0.728], [1.558, -1.297, 0.923], [-1.555, 1.071, 0.903], [-2.446, 0.270, -0.468], [-2.312, -0.534, 1.089], [-1.152, 1.716, -2.385], [1.799, 0.229, -0.981], [1.787, -1.822, -0.016], [1.163, -2.025, 1.634], [2.467, -0.853, 1.339]],
  "forces_ev_per_angstrom": [[-0.0357, -0.0248, -0.0932], [-0.1549, 0.3423, 0.4672], [-0.1026, 0.1483, -0.3855], [-0.1911, 0.1322, -0.3726], [0.3628, -0.4088, 0.4277], [-0.1757, -0.2969, -0.2466], [0.1749, -0.1375, 0.0782], [0.0234, -0.2764, -0.1976], [0.1397, -0.1332, 0.2136], [0.0543, 0.1263, -0.0935], [0.1002, 0.1963, 0.0335], [-0.1330, 0.1353, 0.1800], [-0.0250, 0.0566, 0.1493], [0.0809, 0.1525, -0.0910], [-0.1183, -0.0121, -0.0695]],
  "lowdin_charge": [-0.155, -0.040, -0.132, -0.179, 0.157, -0.236, -0.114, 0.081, 0.069, 0.088, 0.089, 0.126, 0.080, 0.081, 0.085],
  "energy_ha": -304.63280,
  "de_lowest_kcal_mol": 127.2,
  "largest_force_ev_per_a": 0.7
}



[2]
{
  "formula": "C25H43As3NO2PtSe2",
  "method": "wB97M-V/def2-TZVPD",
  "species": ["Pt", "C", "As", "C", "C", "C", "C", "C", "As", "C", "C", "C", "As", "C", "C", "H", "H", "H", "H", "H", "H", "H", "H", "H", "H", "H", "H", "H", "H", "H", "H", "H", "H", "H", "H", "H", "H", "H", "H", "H", "H", "H", "C", "Se", "C", "C", "Se", "C", "H", "H", "H", "H", "H", "H", "H", "H", "H", "H", "O", "C", "O", "C", "C", "C", "C", "C", "C", "C", "C", "C", "N", "H", "H", "H", "H", "H", "H"],
  "coordinates": [[-0.384, -0.817, 0.894], [-1.168, -4.414, 0.186], [-1.576, -2.568, -0.224], [-3.486, -2.461, 0.064], [-1.632, -2.406, -2.178], [-0.498, -2.725, -3.159], [-1.143, -2.661, -4.562], [0.597, -1.646, -3.211], [1.905, -1.416, -1.823], [2.415, -2.796, -0.610], [3.480, -0.728, -2.652], [0.126, -4.108, -2.938], [-1.116, -5.669, -3.147], [0.105, -6.948, -2.314], [-0.733, -6.143, -5.000], [-0.096, -4.594, 0.229], [-1.617, -5.028, -0.597], [-1.607, -4.687, 1.140], [-3.963, -3.291, -0.456], [-3.842, -1.518, -0.348], [-3.755, -2.511, 1.118], [-2.010, -1.395, -2.348], [-2.453, -3.092, -2.409], [-1.527, -1.663, -4.780], [-1.979, -3.357, -4.626], [-0.421, -2.929, -5.334], [0.190, -0.639, -3.353], [1.236, -1.849, -4.077], [2.743, -3.666, -1.179], [1.580, -3.048, 0.040], [3.250, -2.403, -0.029], [3.810, -1.532, -3.316], [4.233, -0.510, -1.902], [3.251, 0.161, -3.236], [0.529, -4.197, -1.923], [0.959, -4.256, -3.634], [0.185, -6.769, -1.242], [1.093, -6.897, -2.772], [-0.293, -7.952, -2.458], [-1.297, -5.525, -5.695], [-1.043, -7.178, -5.140], [0.333, -6.066, -5.211], [2.184, -1.685, 3.733], [1.620, -0.183, 2.636], [0.346, 0.638, 3.860], [-0.818, -0.246, 4.256], [-1.816, -1.109, 2.768], [-1.681, -2.932, 3.425], [2.604, -1.286, 4.653], [2.964, -2.207, 3.184], [1.363, -2.362, 3.944], [0.024, 1.553, 3.371], [0.894, 0.920, 4.759], [-1.570, 0.337, 4.788], [-0.507, -1.069, 4.896], [-1.973, -2.891, 4.474], [-0.675, -3.320, 3.311], [-2.404, -3.542, 2.891], [2.764, 1.214, -0.807], [1.664, 1.015, -0.420], [1.041, -0.237, -0.695], [0.793, 1.975, 0.311], [1.265, 3.284, 0.462], [0.445, 4.183, 1.096], [-0.839, 3.785, 1.516], [-1.747, 4.682, 2.133], [-2.996, 4.263, 2.482], [-3.405, 2.933, 2.215], [-2.550, 2.038, 1.639], [-1.238, 2.438, 1.294], [-0.379, 1.542, 0.738], [2.242, 3.553, 0.087], [0.768, 5.204, 1.257], [-1.435, 5.704, 2.306], [-3.691, 4.951, 2.944], [-4.418, 2.636, 2.451], [-2.882, 1.043, 1.373]],
  "forces_ev_per_angstrom": [[0.1993, -0.4057, 0.4589], [0.0578, 0.0155, 0.0300], [-0.1295, 0.1584, -0.2079], [-0.0142, -0.0336, -0.0111], [-0.0896, -0.0249, 0.0049], [0.0117, -0.0210, -0.0682], [0.0250, -0.0320, 0.0321], [-0.0796, -0.0759, -0.0167], [-0.0522, 0.1545, 0.0814], [-0.0051, 0.0276, 0.0150], [0.0027, 0.0300, -0.0096], [-0.0031, -0.0458, 0.0424], [-0.0155, 0.0098, -0.0493], [0.0271, -0.0045, -0.0069], [0.0178, 0.0025, 0.0042], [-0.0212, -0.0115, -0.0124], [-0.0072, 0.0066, 0.0404], [-0.0317, 0.0173, 0.0625], [0.0086, 0.0069, -0.0152], [-0.0219, -0.0063, 0.0054], [0.0459, -0.0048, -0.0005], [0.0064, 0.0129, -0.0106], [-0.0010, 0.0211, -0.0047], [0.0027, 0.0055, 0.0034], [0.0033, -0.0092, -0.0006], [0.0069, -0.0057, 0.0015], [0.0045, 0.0088, 0.0505], [0.0195, 0.0260, 0.0103], [-0.0076, 0.0141, -0.0223], [0.0016, -0.0179, 0.0074], [-0.0013, -0.0063, 0.0192], [-0.0110, -0.0164, 0.0150], [0.0368, 0.0033, -0.0189], [-0.0163, 0.0025, 0.0166], [-0.0118, 0.0244, -0.0521], [0.0034, 0.0101, -0.0126], [0.0018, -0.0130, -0.0054], [0.0048, -0.0124, 0.0117], [-0.0008, 0.0033, -0.0005], [-0.0042, 0.0158, 0.0047], [-0.0090, 0.0053, -0.0077], [-0.0038, -0.0082, -0.0108], [-0.0187, -0.0035, -0.0070], [-0.2377, 0.0193, -0.0063], [-0.0223, -0.1026, 0.0848], [0.0911, 0.0079, -0.0385], [0.1610, 0.1022, -0.0296], [-0.0112, 0.0097, 0.0578], [0.0051, -0.0012, -0.0016], [-0.0022, -0.0019, -0.0004], [-0.0136, -0.0065, -0.0057], [-0.0298, 0.0325, -0.0251], [0.0026, -0.0069, 0.0047], [-0.0336, -0.0200, -0.0078], [0.0231, -0.0047, -0.0023], [0.0109, -0.0206, 0.0017], [0.0169, 0.0164, -0.0035], [-0.0064, 0.0112, -0.0368], [0.0402, 0.0045, 0.0030], [-0.0262, 0.0103, 0.0345], [0.1528, -0.0899, -0.1520], [-0.0354, 0.0390, -0.0430], [-0.0167, -0.0142, -0.0219], [-0.0221, -0.0122, 0.0121], [0.0406, 0.0209, -0.0092], [-0.0209, 0.0082, 0.0027], [0.0234, 0.0106, -0.0003], [0.0147, -0.0217, -0.0189], [-0.0459, 0.0110, 0.0233], [0.0382, 0.0134, -0.0333], [-0.0297, 0.1427, -0.1776], [-0.0027, 0.0098, 0.0067], [-0.0007, 0.0003, -0.0024], [-0.0060, 0.0011, 0.0005], [0.0007, 0.0003, 0.0012], [-0.0007, 0.0033, 0.0042], [0.0114, 0.0040, 0.0124]],
  "lowdin_charge": [0.517, -0.256, 1.004, -0.253, -0.310, -0.662, -0.047, -0.223, 1.344, -0.159, -0.154, -0.369, 1.132, -0.314, -0.311, 0.024, -0.005, 0.032, 0.063, 0.053, 0.016, 0.098, 0.072, 0.104, 0.081, 0.105, 0.117, 0.109, 0.073, 0.008, 0.068, 0.079, 0.064, 0.075, 0.025, 0.089, 0.009, 0.036, 0.038, 0.022, 0.038, 0.036, -0.313, 1.004, -0.479, -0.414, 0.951, -0.303, 0.054, 0.036, 0.018, 0.054, 0.099, 0.093, 0.074, 0.061, 0.039, 0.027, 0.161, -0.463, -0.411, -0.247, 0.050, 0.063, -0.124, 0.013, -0.015, -0.018, -0.046, -0.220, 0.043, 0.140, 0.145, 0.136, 0.129, 0.127, 0.067],
  "charge": 3,
  "energy_ha": -12812.21623,
  "de_lowest_kcal_mol": 12.0,
  "largest_force_ev_per_a": 0.6
}



[3]
{
  "formula": "C10H29BrCl4N8O17Sn",
  "method": "wB97M-V/def2-TZVPD",
  "species": ["Sn", "Br", "O", "H", "C", "N", "O", "O", "H", "H", "H", "C", "N", "O", "O", "H", "H", "H", "C", "N", "O", "O", "H", "H", "H", "C", "N", "O", "O", "H", "H", "H", "C", "N", "O", "O", "H", "H", "H", "C", "N", "O", "O", "H", "H", "H", "C", "N", "O", "O", "H", "H", "H", "C", "N", "O", "O", "H", "H", "H", "C", "Cl", "Cl", "H", "H", "C", "Cl", "Cl", "H", "H"],
  "coordinates": [[-0.202, -0.059, -0.177], [-3.219, -2.338, -0.232], [1.795, 1.641, 1.180], [2.672, 1.896, 1.528], [3.145, -1.020, -4.024], [1.766, -0.418, -4.155], [1.106, -0.182, -3.107], [1.449, -0.049, -5.291], [3.352, -1.533, -4.964], [3.085, -1.791, -3.256], [3.863, -0.205, -3.928], [-3.348, -1.116, -3.841], [-2.412, 0.065, -3.959], [-2.568, 0.811, -4.886], [-1.645, 0.294, -3.062], [-2.840, -1.895, -3.272], [-3.723, -1.425, -4.816], [-4.200, -0.787, -3.246], [2.862, 3.459, -1.211], [1.948, 2.918, -2.225], [2.355, 2.806, -3.373], [0.837, 2.530, -1.849], [3.240, 2.530, -0.786], [2.360, 4.091, -0.479], [3.701, 3.931, -1.722], [4.494, -0.258, 0.814], [3.271, -0.983, 0.351], [2.607, -1.584, 1.153], [3.076, -0.906, -0.854], [5.321, -0.591, 0.187], [4.612, -0.499, 1.871], [4.322, 0.814, 0.714], [-1.294, -3.991, 2.921], [-0.491, -3.191, 1.966], [0.080, -3.768, 1.034], [-0.554, -1.979, 2.164], [-1.197, -3.513, 3.896], [-0.808, -4.966, 2.868], [-2.304, -4.003, 2.513], [-0.367, -4.768, -2.073], [0.592, -3.706, -2.494], [1.214, -3.855, -3.516], [0.565, -2.731, -1.823], [0.177, -5.524, -1.507], [-0.753, -5.248, -2.971], [-1.213, -4.364, -1.518], [-1.779, 0.521, 4.463], [-2.604, 0.950, 3.258], [-3.816, 0.950, 3.321], [-1.991, 1.174, 2.233], [-2.111, -0.482, 4.733], [-2.001, 1.270, 5.223], [-0.744, 0.583, 4.128], [-4.972, 1.064, 0.426], [-4.427, 1.309, -0.952], [-5.229, 1.474, -1.866], [-3.199, 1.415, -1.029], [-4.493, 0.124, 0.699], [-6.061, 1.093, 0.442], [-4.742, 1.917, 1.064], [0.138, 4.139, 1.944], [-0.589, 4.659, 0.425], [0.117, 5.446, 3.147], [-0.346, 3.261, 2.372], [1.160, 3.892, 1.657], [2.178, 2.194, 4.625], [0.827, 2.319, 5.774], [3.563, 1.334, 5.348], [1.904, 1.660, 3.715], [2.491, 3.189, 4.308]],
  "forces_ev_per_angstrom": [[0.4373, 0.2224, 0.1571], [0.8475, 0.4760, 0.1171], [-0.4751, -0.5192, -0.2459], [-0.6345, -0.4617, -0.2709], [-0.7799, -0.8144, -0.5474], [-0.7098, 1.7975, 0.2900], [1.4806, -0.7476, -2.4223], [0.0806, -0.8592, 2.0883], [-0.1739, 0.2142, -0.0439], [0.2912, 0.6055, 0.3014], [-0.2435, -0.1144, 0.5153], [0.1475, -0.0890, 0.3103], [-1.2153, -0.0164, 0.0046], [-0.2313, 0.1336, -1.0005], [0.8426, -0.5087, 1.1073], [-0.0267, 0.0809, -0.1926], [0.4434, 0.1767, 0.0343], [0.1670, 0.2253, 0.0506], [0.8799, -0.3187, -0.1018], [-1.4847, -0.5639, -0.7380], [-0.1524, 0.1307, 0.8293], [1.0740, 0.3892, -0.2617], [-0.1088, 0.2083, 0.6153], [-0.0868, -0.3371, -0.2510], [-0.3519, 0.2131, -0.0308], [-0.0746, -0.2058, 0.6680], [1.2064, 0.7918, -0.7207], [-0.5496, -0.1100, 0.0012], [-0.6681, -0.1681, 0.4750], [-0.1160, 0.0612, 0.1490], [0.1847, -0.0185, -0.1994], [-0.1591, -0.2403, -0.2339], [0.9014, -0.5500, -0.3191], [-0.0172, -0.1937, -1.0968], [-0.8810, 1.4598, 1.6988], [0.6732, -0.0676, -0.9346], [-0.2366, -0.1583, -0.1907], [-0.4700, -0.0910, 0.3495], [0.0105, 0.0585, 0.1164], [-0.3716, -1.1189, -0.4925], [-1.9145, -1.4594, -0.5043], [0.7349, -0.1412, -0.3489], [0.6881, 2.2767, 1.3176], [0.0329, 0.2376, 0.1021], [0.2497, 0.0946, -0.0600], [0.4449, 0.3645, 0.1731], [-0.4245, 0.7425, -0.6979], [-0.3074, -1.1732, -0.0786], [0.5143, 0.2046, 0.6132], [0.4666, 0.3284, -0.4261], [0.0506, 0.2213, 0.0069], [0.0805, -0.3156, 0.1226], [-0.2258, -0.1955, 0.2529], [-0.2147, 0.2732, -0.1625], [-0.1334, 1.1295, 0.2273], [1.1984, -0.4044, 0.5812], [-1.3691, -0.2981, -0.2937], [-0.2876, 0.1424, 0.4733], [0.1137, -0.7100, -0.6276], [0.8826, -0.2581, -0.1702], [0.6018, -0.0187, -0.1934], [-0.4359, -0.1212, -0.0483], [0.0674, -0.0939, 0.0788], [-0.0995, 0.2331, -0.2996], [-0.1675, -0.0939, 0.5041], [0.2982, -0.0096, -0.3899], [0.2586, 0.0557, -0.2905], [-0.1612, 0.2016, -0.1191], [-0.3598, -0.1645, 0.2076], [-0.0317, -0.0205, 0.4658]],
  "lowdin_charge": [1.618, -0.304, -0.514, -0.092, 0.042, -0.362, -0.070, 0.074, 0.094, 0.068, 0.103, 0.039, -0.429, 0.087, -0.043, 0.046, 0.096, 0.080, 0.035, -0.411, 0.071, -0.032, 0.077, 0.084, 0.100, 0.050, -0.445, 0.055, 0.012, 0.103, 0.099, 0.074, 0.050, -0.422, 0.049, -0.085, 0.100, 0.101, 0.088, 0.041, -0.441, 0.082, -0.007, 0.102, 0.097, 0.048, 0.047, -0.406, 0.079, -0.026, 0.101, 0.086, 0.062, 0.018, -0.404, 0.065, -0.023, 0.021, 0.096, 0.088, -1.054, 0.542, 0.493, 0.005, -0.017, -1.015, 0.524, 0.492, -0.007, 0.026],
  "energy_ha": -6743.78588,
  "largest_force_ev_per_a": 2.9
}



[4]
{
  "formula": "C4H12",
  "method": "wB97M-V/def2-TZVPD",
  "species": ["C", "C", "H", "H", "H", "H", "H", "H", "C", "C", "H", "H", "H", "H", "H", "H"],
  "coordinates": [[2.191, -0.498, -1.844], [0.808, -0.978, -1.501], [2.967, -0.958, -1.234], [2.514, -0.890, -2.825], [2.132, 0.602, -1.851], [0.298, -1.509, -2.308], [0.696, -1.532, -0.570], [0.085, -0.119, -1.323], [-1.234, 0.898, 0.973], [-1.789, 0.572, 2.327], [-0.864, -0.091, 0.542], [-1.925, 1.335, 0.254], [-0.271, 1.406, 1.041], [-1.022, 0.724, 3.122], [-2.245, -0.401, 2.425], [-2.342, 1.438, 2.772]],
  "forces_ev_per_angstrom": [[-0.4069, -0.8424, 0.1931], [0.1242, 0.0494, 1.0070], [-0.1265, 0.6470, 0.6112], [-0.4501, 0.6564, -0.3669], [0.8036, -0.1755, -0.3064], [-0.4246, 0.0245, -0.2638], [0.4239, -0.4708, -0.1717], [-0.0907, 0.1068, -0.4028], [0.7320, 0.0087, 1.2490], [1.8267, -0.0760, -0.1435], [-0.5626, -0.2946, -0.5392], [-0.0318, -0.2988, -0.4862], [-0.4816, 0.8294, -0.0124], [0.0651, -0.5140, -0.1070], [-0.7494, 0.1863, 0.0941], [-0.6514, 0.1636, -0.3545]],
  "lowdin_charge": [-0.096, -0.107, 0.085, 0.112, 0.106, 0.117, 0.075, 0.109, -0.074, -0.050, 0.124, 0.118, 0.095, 0.125, 0.096, 0.165],
  "charge": 1,
  "s2": 0.7539,
  "energy_ha": -159.13596,
  "de_lowest_kcal_mol": 21.3,
  "multiplicity": 2,
  "largest_force_ev_per_a": 1.8
}



[5]
{
  "formula": "C5H5N4OS",
  "method": "wB97M-V/def2-TZVPD",
  "species": ["C", "C", "C", "C", "C", "N", "N", "N", "N", "O", "S", "H", "H", "H", "H", "H"],
  "coordinates": [[3.451, 0.007, 0.102], [1.550, 0.855, 0.171], [-0.752, 0.031, 0.010], [0.204, -1.042, 0.000], [-2.037, -0.237, -0.212], [2.791, 1.197, 0.201], [2.692, -1.049, 0.020], [1.443, -0.554, 0.057], [-3.021, 0.843, -0.160], [-0.057, -2.311, -0.026], [0.067, 1.660, 0.244], [4.523, -0.026, 0.094], [-1.000, -2.608, -0.017], [-3.409, 0.962, -1.107], [-2.648, 1.746, 0.184], [-3.796, 0.525, 0.440]],
  "forces_ev_per_angstrom": [[-0.3810, -0.3361, 0.0020], [0.7192, -0.5092, -0.0713], [-0.5443, 1.2784, 0.0698], [-0.5154, -0.6864, 0.0549], [0.0098, -1.7335, 0.1038], [-0.6618, 0.8040, 0.0730], [0.8301, -1.5087, -0.0886], [-0.0608, 1.0046, 0.0715], [0.2706, 0.6018, 0.1096], [0.7311, 0.1619, -0.0488], [-0.7866, -0.1577, -0.0599], [0.1725, -0.2586, -0.0176], [0.4052, 1.0864, -0.1073], [0.0254, 0.0612, 0.2603], [-0.4500, -0.0417, -0.1297], [0.2359, 0.2335, -0.2219]],
  "lowdin_charge": [-0.125, -0.609, -0.444, -0.268, -0.060, 0.131, 0.150, -0.024, 0.143, 0.216, 1.092, 0.131, 0.173, 0.179, 0.140, 0.175],
  "charge": 1,
  "energy_ha": -885.62549,
  "de_lowest_kcal_mol": 0.0,
  "largest_force_ev_per_a": 1.7
}



[6]
{
  "formula": "CH5FP2",
  "method": "wB97M-V/def2-TZVPD",
  "species": ["C", "F", "P", "P", "H", "H", "H", "H", "H"],
  "coordinates": [[0.137, 0.634, -0.156], [1.186, 1.325, -0.644], [0.005, -0.902, -1.275], [0.524, 0.464, 1.651], [-0.917, 1.548, -0.323], [-1.047, -0.578, -2.093], [-0.849, -1.739, -0.628], [1.660, -0.494, 1.631], [-0.698, -0.259, 1.836]],
  "forces_ev_per_angstrom": [[-3.6399, 1.7608, -0.4208], [1.4731, 0.8845, -1.0455], [1.4203, 0.5813, -0.0067], [-0.2131, 0.0963, 0.0415], [2.8820, -3.1163, 0.8117], [-0.5702, 0.6960, -0.7199], [-0.6152, -0.6141, 1.2270], [-1.4699, 0.1965, -0.2375], [0.7329, -0.4849, 0.3502]],
  "lowdin_charge": [-0.994, -0.202, 0.779, 0.746, 0.165, -0.145, -0.155, -0.083, -0.111],
  "energy_ha": -823.55897,
  "de_lowest_kcal_mol": 62.9,
  "largest_force_ev_per_a": 4.3
}



- Number 2 is which compound?
  C25H43As3NO2PtSe2